# 1
{
  "formula": "C19H32FN3O6P3",
  "method": "ωB97M-V/def2-TZVPD",
  "elements": ["C", "C", "C", "O", "O", "C", "C", "C", "C", "C", "C", "C", "N", "N", "C", "C", "C", "O", "C", "C", "C", "C", "F", "C", "P", "N", "C", "P", "P", "O", "O", "O", "H", "H", "H", "H", "H", "H", "H", "H", "H", "H", "H", "H", "H", "H", "H", "H", "H", "H", "H", "H", "H", "H", "H", "H", "H", "H", "H", "H", "H", "H", "H", "H"],
  "xyz": [[-2.06, -7.55, 4.73], [-3.26, -6.87, 5.06], [-3.62, -5.53, 4.47], [-4.72, -5.07, 4.65], [-2.66, -4.82, 3.76], [-2.17, -3.71, 4.57], [-2.74, -2.38, 3.97], [-2.30, -2.17, 2.48], [-1.15, -1.11, 2.31], [-1.06, -0.58, 0.83], [0.47, -0.50, 0.40], [0.74, 0.71, -0.56], [-0.27, 0.97, -1.37], [-0.08, 1.96, -2.23], [-1.23, 2.20, -3.15], [-0.88, 1.42, -4.55], [-2.13, 0.60, -5.14], [-0.86, -0.01, -4.45], [1.07, 2.64, -2.25], [1.18, 3.78, -3.32], [0.63, 5.08, -2.64], [0.82, 6.37, -3.48], [2.18, 6.72, -3.41], [2.23, 2.47, -1.39], [3.79, 3.51, -1.43], [4.30, 3.96, 0.00], [2.06, 1.36, -0.42], [3.40, 0.91, 0.79], [4.13, -1.05, 0.08], [5.56, -0.86, -0.19], [3.30, -1.40, -1.33], [3.80, -2.25, 1.17], [-1.22, -7.54, 5.46], [-1.93, -8.12, 3.78], [-3.95, -7.36, 5.78], [-2.60, -3.86, 5.59], [-1.05, -3.70, 4.61], [-2.40, -1.55, 4.64], [-3.86, -2.41, 4.04], [-3.17, -1.77, 1.90], [-2.02, -3.14, 2.02], [-0.19, -1.61, 2.58], [-1.33, -0.29, 3.04], [-1.55, -1.30, 0.14], [-1.51, 0.44, 0.74], [0.78, -1.40, -0.18], [1.05, -0.38, 1.34], [-1.36, 3.27, -3.41], [-2.15, 1.72, -2.77], [-0.20, 1.94, -5.29], [-2.78, 0.03, -4.45], [-1.85, 0.23, -6.15], [0.69, 3.51, -4.28], [2.25, 3.99, -3.57], [1.19, 5.21, -1.68], [-0.45, 5.00, -2.34], [0.24, 7.22, -3.05], [0.50, 6.22, -4.54], [3.48, 4.70, -2.15], [4.76, 2.76, -2.15], [3.66, 3.58, 0.69], [2.76, 0.75, 2.07], [2.69, -2.14, -1.18], [3.06, -2.77, 0.79]],
  "charge": 1,
  "e_homo_ev": -9.9,
  "smiles": "C=CC(=O)OCCCCCCc1n[n+](C[C@@H]2CO2)c(CCCF)c([PH2]=N)c1PP(=O)(O)O",
  "energy_ha": -2482.2643
}

***

# 2
{
  "formula": "C4H6IN3",
  "method": "ωB97M-V/def2-TZVPD",
  "elements": ["C", "C", "C", "C", "N", "N", "N", "I", "H", "H", "H", "H", "H", "H"],
  "xyz": [[1.70, 1.29, 0.03], [2.54, -1.87, 0.41], [1.19, -1.69, 0.50], [-0.67, 1.35, 0.10], [0.31, -0.68, 0.32], [0.57, 0.59, 0.19], [0.55, -2.98, 0.68], [3.51, 0.21, -0.11], [1.74, 2.36, 0.26], [-1.35, 0.85, 0.70], [-0.55, 2.37, 0.44], [-1.15, 1.34, -1.00], [-0.40, -2.89, 0.87], [0.57, -3.51, -0.10]],
  "charge": 0,
  "e_homo_ev": [-7.1, -7.1],
  "energy_ha": -617.7091,
  "e_above_lowest_kcal_mol": 139.1
}

***

# 3
{
  "formula": "C56H46N10O4SSeSm",
  "method": "ωB97M-V/def2-TZVPD",
  "elements": ["Sm", "C", "C", "C", "C", "C", "C", "C", "C", "C", "C", "C", "C", "C", "C", "C", "C", "C", "C", "C", "N", "C", "C", "C", "C", "C", "C", "C", "C", "C", "C", "C", "C", "N", "C", "C", "C", "C", "C", "N", "C", "C", "C", "C", "C", "C", "C", "C", "N", "H", "H", "H", "H", "H", "H", "H", "H", "H", "H", "H", "H", "H", "H", "H", "H", "H", "H", "H", "H", "H", "H", "H", "H", "H", "H", "H", "H", "Se", "N", "C", "C", "N", "C", "C", "N", "H", "H", "H", "H", "H", "C", "C", "S", "O", "O", "C", "C", "N", "C", "N", "C", "C", "N", "O", "O", "C", "H", "H", "H", "H", "H", "H", "H", "H", "H", "H", "H", "H", "H"],
  "xyz": [[-0.22, 0.39, 0.62], [2.84, 5.24, 6.13], [2.52, 5.63, 4.83], [1.90, 4.68, 3.97], [1.43, 3.48, 4.44], [1.69, 3.18, 5.80], [2.36, 4.06, 6.60], [0.76, 2.48, 3.56], [1.19, 1.17, 3.60], [2.26, 0.63, 4.45], [2.19, -0.69, 4.35], [1.17, -1.11, 3.39], [0.82, -2.40, 2.96], [1.50, -3.60, 3.66], [0.72, -4.40, 4.48], [1.28, -5.59, 4.98], [2.60, -6.01, 4.65], [3.38, -5.12, 3.88], [2.82, -3.95, 3.45], [-0.17, -2.77, 1.96], [-0.78, -1.91, 1.12], [-1.65, -2.62, 0.35], [-2.48, -2.04, -0.69], [-3.05, -2.95, -1.73], [-4.36, -3.24, -1.59], [-5.55, -3.61, -2.45], [-5.63, -4.39, -3.54], [-4.26, -4.70, -4.06], [-2.02, -4.58, -3.52], [-2.91, -0.71, -0.63], [-4.05, -0.18, -1.47], [-4.08, 1.12, -1.24], [-3.17, 1.43, -0.13], [-2.52, 0.27, 0.22], [-2.97, 2.66, 0.45], [-1.99, 3.03, 1.42], [-2.05, 4.29, 2.10], [-1.00, 4.23, 2.98], [-0.41, 2.98, 2.86], [-0.95, 2.30, 1.85], [-3.59, 3.83, -0.19], [-3.14, 4.32, -1.40], [-3.84, 5.30, -2.05], [-4.90, 5.90, -1.40], [-5.37, 5.47, -0.16], [-4.73, 4.40, 0.40], [-1.37, -4.06, 0.58], [-0.54, -4.14, 1.63], [0.53, 0.04, 3.00], [3.27, 5.95, 6.82], [2.92, 6.53, 4.36], [1.59, 4.89, 2.95], [1.31, 2.26, 6.15], [2.61, 3.80, 7.60], [2.86, 1.23, 5.14], [2.86, -1.34, 4.91], [-0.34, -4.11, 4.69], [0.73, -6.14, 5.73], [3.00, -7.00, 4.97], [4.38, -5.33, 3.62], [3.46, -3.31, 2.81], [-4.71, -2.73, -0.69], [-6.46, -3.19, -2.01], [-6.50, -4.75, -4.04], [-4.06, -4.40, -5.13], [-1.79, -4.45, -4.59], [-4.58, -0.76, -2.23], [-4.69, 1.92, -1.70], [-2.84, 5.04, 1.86], [-0.62, 5.05, 3.59], [-2.29, 3.82, -1.81], [-3.42, 5.64, -2.98], [-5.31, 6.79, -1.88], [-6.19, 5.99, 0.38], [-4.99, 3.91, 1.36], [-1.85, -4.85, -0.09], [-0.24, -5.07, 2.11], [0.09, 1.08, -2.02], [-2.41, -2.19, -4.00], [-2.10, -3.13, -2.91], [-0.66, -2.76, -2.44], [0.36, -3.51, -2.35], [0.15, -4.88, -2.48], [-0.95, -5.44, -2.98], [-3.34, -5.14, -3.30], [-1.55, -2.03, -4.47], [-2.59, -1.22, -3.69], [-0.45, -1.67, -2.35], [0.91, -5.62, -2.12], [-1.08, -6.53, -2.99], [2.73, 4.25, -5.57], [2.57, 3.18, -4.51], [3.90, 1.87, -4.75], [5.14, 2.49, -4.28], [3.82, 1.39, -6.03], [3.53, 0.51, -3.66], [4.42, 0.35, -2.46], [3.64, -0.22, -1.38], [3.01, 0.49, -0.41], [2.31, -0.30, 0.42], [2.42, -1.59, -0.08], [3.26, -1.55, -1.18], [3.68, -2.67, -1.98], [3.42, -3.80, -1.52], [4.30, -2.43, -2.97], [3.07, 1.97, -0.17], [2.33, 5.21, -5.25], [2.29, 4.00, -6.53], [3.75, 4.47, -5.80], [1.60, 2.64, -4.47], [2.80, 3.69, -3.56], [3.56, -0.37, -4.27], [2.44, 0.70, -3.27], [4.73, 1.32, -2.12], [5.31, -0.22, -2.61], [1.97, -2.38, 0.45], [2.87, 2.53, -1.09], [4.09, 2.17, 0.14], [2.33, 2.19, 0.59]],
  "charge": -1,
  "e_homo_ev": [-3.8, -3.8],
  "spin_multiplicity": 6,
  "energy_ha": -6467.5655,
  "e_above_lowest_kcal_mol": 55.6
}

***

# 4
{
  "formula": "C13H15N3O3",
  "method": "ωB97M-V/def2-TZVPD",
  "elements": ["C", "C", "C", "C", "C", "C", "C", "C", "C", "C", "C", "C", "C", "H", "H", "H", "H", "H", "H", "H", "H", "H", "H", "H", "H", "H", "H", "H", "N", "N", "N", "O", "O", "O"],
  "xyz": [[-0.43, 2.52, -0.27], [-1.07, 1.16, 0.52], [0.93, 2.49, -0.16], [1.67, 1.30, -0.60], [2.00, 0.90, -1.77], [1.92, 0.11, 0.28], [2.42, -0.90, -0.55], [1.72, -0.24, 1.61], [2.23, -2.31, -0.37], [1.89, -1.63, 1.95], [2.00, -2.71, 0.95], [-1.85, -1.09, 0.25], [-3.06, -1.64, -0.42], [-1.95, 3.71, 0.56], [-0.30, 3.57, 1.55], [-0.90, 2.44, -1.39], [1.07, 3.46, -0.93], [1.20, 2.74, 0.90], [1.80, 1.52, -2.62], [2.68, -1.09, -2.56], [1.29, 0.44, 2.38], [2.28, -3.19, -1.18], [1.89, -1.98, 3.02], [1.88, -3.70, 1.28], [-0.44, -0.20, -1.10], [-1.16, -2.03, 0.69], [-2.38, -0.80, 1.33], [-2.97, 0.19, -1.25], [-0.83, 3.67, 0.53], [2.36, -0.44, -1.87], [-1.22, 0.03, -0.32], [-1.42, 1.28, 1.66], [-3.47, -2.77, -0.43], [-3.68, -0.47, -0.91]],
  "charge": 0,
  "e_homo_ev": -8.5,
  "smiles": "N[C@@H](Cc1c[nH]c2ccccc12)C(=O)NCC(=O)O",
  "energy_ha": -894.2138,
  "e_above_lowest_kcal_mol": 139.3
}

***

# 5
{
  "formula": "C7H10",
  "method": "ωB97M-V/def2-TZVPD",
  "elements": ["C", "C", "C", "C", "C", "C", "C", "H", "H", "H", "H", "H", "H", "H", "H", "H", "H"],
  "xyz": [[-1.15, 1.79, 0.55], [0.30, 0.06, -1.83], [0.11, 1.52, 0.20], [0.79, 0.19, 0.49], [-0.04, -0.93, 1.19], [0.05, -1.83, -0.06], [0.61, -0.65, -0.76], [-1.60, 2.72, 0.21], [-1.77, 1.09, 1.09], [-0.24, -0.30, -2.66], [0.70, 2.32, -0.24], [1.79, 0.31, 0.88], [-1.07, -0.66, 1.42], [0.43, -1.34, 2.07], [0.78, -2.63, 0.08], [-0.87, -2.24, -0.47], [1.18, 0.59, -2.16]],
  "charge": 0,
  "e_homo_ev": -8.4,
  "smiles": "C=C[C@H]1CCC1=C",
  "energy_ha": -272.5865,
  "e_above_lowest_kcal_mol": 82.5
}

***

# 6
{
  "formula": "C66H94N6O20",
  "method": "ωB97M-V/def2-TZVPD",
  "elements": ["C", "C", "C", "O", "C", "C", "C", "O", "H", "H", "H", "H", "C", "C", "C", "O", "C", "C", "C", "O", "H", "H", "H", "H", "C", "C", "C", "O", "C", "C", "C", "O", "H", "H", "H", "H", "C", "C", "C", "O", "C", "C", "C", "O", "H", "H", "H", "H", "C", "C", "C", "O", "C", "C", "C", "O", "H", "H", "H", "H", "C", "C", "C", "O", "C", "C", "C", "O", "H", "H", "H", "H", "C", "C", "C", "O", "C", "C", "C", "O", "H", "H", "H", "H", "C", "C", "C", "O", "C", "N", "H", "H", "H", "H", "H", "H", "H", "H", "H", "H", "H", "C", "C", "C", "O", "C", "N", "H", "H", "H", "H", "H", "H", "H", "H", "H", "H", "H", "C", "C", "C", "O", "C", "N", "H", "H", "H", "H", "H", "H", "H", "H", "H", "H", "H", "C", "C", "C", "O", "C", "N", "H", "H", "H", "H", "H", "H", "H", "H", "H", "H", "H", "C", "C", "C", "O", "C", "N", "H", "H", "H", "H", "H", "H", "H", "H", "H", "H", "H", "C", "C", "C", "O", "C", "N", "H", "H", "H", "H", "H", "H", "H", "H", "H", "H", "H"],
  "xyz": [[-6.26, -0.35, -2.07], [-6.43, -1.63, -2.30], [-5.49, -2.55, -1.63], [-5.66, -3.73, -1.71], [-4.48, -2.09, -0.72], [-4.33, -0.79, -0.44], [-5.18, 0.18, -1.15], [-5.11, 1.39, -1.03], [-6.87, 0.36, -2.54], [-7.10, -2.00, -2.99], [-3.84, -2.84, -0.25], [-3.58, -0.41, 0.21], [6.49, 1.72, -2.74], [6.19, 0.56, -3.27], [5.28, -0.39, -2.62], [4.94, -1.47, -3.04], [4.76, -0.13, -1.23], [5.13, 1.05, -0.65], [5.97, 2.07, -1.33], [6.14, 3.23, -0.87], [7.06, 2.44, -3.30], [6.44, 0.27, -4.34], [4.08, -0.88, -0.86], [4.86, 1.25, 0.41], [2.77, -1.41, 4.81], [3.13, -0.39, 3.98], [3.96, 0.80, 4.46], [4.10, 1.85, 3.86], [4.45, 0.65, 5.84], [4.11, -0.42, 6.63], [3.26, -1.53, 6.23], [2.86, -2.42, 6.94], [2.11, -2.19, 4.50], [2.77, -0.36, 2.94], [5.04, 1.46, 6.20], [4.32, -0.35, 7.71], [0.36, -2.73, -4.91], [0.60, -2.49, -3.63], [1.71, -3.22, -2.97], [1.91, -3.00, -1.77], [2.54, -4.14, -3.72], [2.32, -4.36, -4.99], [1.13, -3.72, -5.69], [0.93, -4.01, -6.82], [-0.49, -2.27, -5.42], [0.06, -1.82, -2.98], [3.30, -4.66, -3.15], [2.93, -5.00, -5.66], [2.48, -6.22, 1.39], [1.50, -5.73, 2.14], [1.49, -4.28, 2.49], [0.91, -3.94, 3.48], [2.37, -3.34, 1.76], [3.33, -3.81, 0.96], [3.37, -5.29, 0.70], [4.01, -5.80, -0.17], [2.80, -7.25, 1.25], [0.90, -6.41, 2.67], [2.27, -2.31, 2.00], [4.06, -3.28, 0.38], [-5.39, 4.42, -2.36], [-5.07, 5.29, -1.41], [-3.63, 5.36, -1.00], [-3.28, 6.02, -0.05], [-2.65, 4.62, -1.84], [-2.99, 3.85, -2.84], [-4.44, 3.62, -3.22], [-4.73, 2.90, -4.14], [-6.48, 4.24, -2.54], [-5.72, 5.92, -0.81], [-1.61, 4.75, -1.52], [-2.24, 3.34, -3.47], [-1.51, -0.90, 4.28], [-0.54, -0.33, 4.95], [-0.05, -0.88, 6.26], [0.55, -0.24, 7.07], [-0.29, -2.33, 6.54], [-1.17, -2.96, 5.73], [-1.86, -2.36, 4.58], [-2.71, -2.95, 3.98], [-2.00, -0.33, 3.50], [-0.34, 0.75, 4.89], [0.10, -2.73, 7.48], [-1.52, -3.94, 6.03], [-1.68, -7.03, -3.03], [-1.27, -6.13, -1.92], [-2.12, -6.39, -0.59], [-1.67, -5.48, 0.36], [-2.43, -5.62, 1.50], [0.17, -6.40, -1.71], [-1.40, -8.05, -2.66], [-1.16, -6.79, -3.97], [-2.75, -7.04, -3.18], [-1.40, -5.11, -2.21], [-1.94, -7.41, -0.25], [-3.24, -6.24, -0.74], [-2.59, -6.71, 1.83], [-3.45, -5.19, 1.33], [-2.01, -5.02, 2.32], [0.51, -5.65, -1.16], [0.41, -7.21, -1.14], [-0.90, 3.89, 3.70], [-2.45, 4.05, 3.50], [-3.21, 2.82, 3.15], [-2.69, 2.12, 2.04], [-2.84, 2.96, 0.87], [-3.18, 4.62, 4.59], [-0.47, 3.55, 2.71], [-0.81, 3.20, 4.55], [-0.43, 4.79, 3.92], [-2.60, 4.88, 2.74], [-4.30, 3.05, 2.93], [-3.28, 2.15, 4.01], [-2.68, 2.31, -0.02], [-2.06, 3.76, 0.96], [-3.83, 3.41, 0.87], [-3.32, 4.03, 5.42], [-2.59, 5.34, 4.99], [0.61, 1.18, 1.72], [0.40, -0.17, 1.01], [-0.89, -0.10, 0.20], [-1.07, -1.21, -0.64], [-1.19, -2.46, -0.15], [1.62, -0.45, 0.29], [-0.21, 1.23, 2.48], [0.62, 1.93, 0.95], [1.59, 1.20, 2.23], [0.40, -0.91, 1.87], [-0.78, 0.70, -0.50], [-1.82, -0.06, 0.86], [-1.45, -3.10, -0.99], [-2.02, -2.58, 0.56], [-0.25, -2.79, 0.20], [1.89, 0.36, -0.23], [1.40, -1.11, -0.40], [-3.34, 0.68, -5.79], [-3.42, -0.21, -4.55], [-3.78, -1.63, -4.89], [-3.58, -2.44, -3.75], [-3.52, -3.79, -4.17], [-2.14, -0.24, -3.82], [-4.28, 0.62, -6.44], [-2.50, 0.40, -6.43], [-3.16, 1.72, -5.48], [-4.20, 0.15, -3.91], [-3.13, -2.02, -5.67], [-4.82, -1.59, -5.21], [-2.59, -4.04, -4.76], [-4.32, -4.04, -4.91], [-3.56, -4.39, -3.28], [-2.28, -0.85, -3.01], [-2.06, 0.68, -3.39], [1.73, 5.14, -2.75], [1.61, 3.65, -2.52], [2.86, 2.91, -2.97], [2.93, 1.48, -2.76], [2.04, 0.70, -3.57], [1.41, 3.27, -1.11], [0.71, 5.57, -2.76], [2.27, 5.43, -3.67], [2.17, 5.65, -1.84], [0.70, 3.33, -3.08], [3.74, 3.42, -2.50], [3.05, 3.02, -4.07], [1.02, 0.73, -3.14], [2.45, -0.31, -3.42], [2.08, 1.02, -4.65], [2.36, 3.00, -0.72], [1.29, 4.11, -0.59], [2.66, 6.35, 1.41], [3.37, 5.31, 2.27], [3.16, 5.54, 3.78], [3.74, 6.67, 4.30], [5.14, 6.68, 4.29], [2.77, 3.96, 1.87], [1.56, 6.32, 1.69], [2.75, 6.03, 0.38], [3.09, 7.35, 1.46], [4.41, 5.26, 2.03], [3.36, 4.63, 4.39], [2.12, 5.54, 3.98], [5.59, 7.23, 3.45], [5.58, 5.62, 4.27], [5.50, 7.20, 5.21], [3.31, 3.17, 2.27], [1.82, 3.92, 2.28]],
  "charge": 0,
  "e_homo_ev": -9.1,
  "energy_ha": -4404.1734
}

***

no.,M (g mol⁻¹)
1,510.40
2,223.02
3,1184.44
4,261.28
5,94.16
6,1291.50